77
Properties=species:S:1:pos:R:3:forces:R:3:mulliken_spin:R:1 method="wB97M-V/def2-TZVPD" multiplicity=5 s2=6.048 mol_weight_g_mol=663.59 e_tot_ha=-4606.35127 lumo_energy_ha="-0.458 / -0.559" homo_ev="-19.4 / -20.2" largest_force_ha_per_bohr=0.0816 relative_energy_ev=0.000 total_charge=+4
C 1.744193 3.720607 0.145987 -0.2039 -0.3370 -0.9788 0.105
C 0.839597 2.941134 -0.602632 0.4720 0.2017 -0.3293 0.009
C 0.879703 3.014481 -2.010630 0.6176 0.3117 0.8821 0.105
C 1.900170 3.770137 -2.599160 0.3887 0.3569 -1.8119 0.004
N 2.804344 4.431403 -1.878527 -3.1524 -1.9957 1.9225 0.781
C 2.711374 4.455662 -0.550498 1.3847 1.1426 0.5576 0.001
C -0.012018 1.964412 0.050329 -0.7900 0.3176 0.1707 0.226
C -1.139252 1.664824 0.651461 1.3477 0.1945 -0.6226 0.094
C -2.455427 2.068976 1.062835 -0.8328 0.3541 0.0658 -0.050
C -3.298347 1.113983 1.664834 -0.7472 -0.0269 0.3114 -0.004
C -4.602239 1.439101 2.023596 0.8915 -1.3043 0.1094 0.136
C -5.066706 2.734222 1.786869 -1.6426 0.6677 0.4072 0.134
C -4.239271 3.710584 1.202228 1.0202 0.4251 -0.4738 0.114
C -2.933762 3.378727 0.839219 -0.5267 0.1524 0.1653 -0.045
Ru 0.040293 0.043715 0.691381 -1.8057 0.4954 2.4035 1.707
P 2.195687 -0.341203 0.127214 2.1807 -0.0972 -1.5095 0.009
H 0.164503 2.453617 -2.614871 0.4148 0.3414 -0.0921 0.014
H 1.716939 3.703447 1.236862 0.2582 0.2824 -0.3646 0.012
H 1.980263 3.812465 -3.689483 0.0589 0.0849 0.1928 0.030
H 3.437400 5.058877 0.003613 -0.1003 -0.0619 -0.1726 0.030
H -2.264601 4.107346 0.378712 -0.3821 -0.0638 0.1512 -0.003
H -2.913110 0.109329 1.855617 -0.2397 0.3873 -0.0679 -0.022
H -4.622163 4.709212 1.036907 0.0230 0.0224 -0.0248 0.002
H -5.237114 0.684717 2.482954 0.0218 0.2150 -0.0695 0.002
C 2.758196 -2.053515 0.510834 -0.4089 -0.1431 0.4674 0.041
C 3.939295 -2.607533 -0.284303 0.3397 -0.1336 -0.2205 0.028
H 1.882091 -2.706233 0.368149 0.2085 0.0253 0.0084 -0.003
H 2.987195 -2.067640 1.588729 -0.0593 0.0580 -0.1985 0.020
H 4.131870 -3.638634 0.040288 -0.0862 0.2494 -0.0791 0.003
H 3.733354 -2.637510 -1.360547 0.0484 0.0067 0.2166 -0.001
H 4.863058 -2.041121 -0.114897 -0.3210 -0.1523 -0.0676 -0.001
C 2.462478 -0.073746 -1.678477 -0.0734 -0.0050 0.0280 0.030
C 3.866801 0.347566 -2.107733 0.2227 0.0102 -0.3352 0.004
H 1.739092 0.701923 -1.976921 0.1897 -0.3232 0.0818 -0.008
H 2.153220 -0.992415 -2.199004 0.1395 0.2005 0.1980 0.007
H 3.887554 0.471092 -3.199090 0.0153 -0.0557 0.2544 -0.001
H 4.154323 1.312307 -1.670459 0.0023 -0.2375 -0.0062 0.000
H 4.628837 -0.401495 -1.855520 -0.2461 0.2889 -0.0794 0.000
C 3.338254 0.779530 1.033160 -0.3613 0.1803 0.2264 -0.005
C 4.801258 0.341733 1.151465 0.3329 -0.0043 -0.0405 0.006
H 2.898112 0.888259 2.037858 0.1521 -0.0058 -0.1176 0.004
H 3.259987 1.773738 0.567264 0.0405 -0.3592 0.0425 0.001
H 5.365550 1.109187 1.696804 -0.1852 -0.1991 -0.0691 0.000
H 4.903363 -0.596161 1.708851 -0.0165 0.2281 -0.1048 0.000
H 5.286262 0.224891 0.174631 -0.1751 0.0220 0.3158 0.000
Br -6.835011 3.175690 2.277052 1.5598 -0.3236 -0.4471 0.473
P -1.303465 -1.167237 -0.670933 -0.8353 -1.3826 -1.3214 -0.162
C -0.332667 -2.214760 -1.829653 0.3760 0.2868 0.1042 0.078
C -1.046706 -3.432872 -2.412177 -0.2258 -0.2597 -0.1842 0.004
H 0.565757 -2.537080 -1.275889 -0.3022 0.0728 -0.1810 -0.010
H 0.024363 -1.550306 -2.631481 -0.1064 -0.1002 0.1889 0.007
H -0.351577 -3.965177 -3.073904 -0.1525 0.1166 0.1876 0.000
H -1.361509 -4.132930 -1.629355 0.0875 0.1203 -0.2143 0.000
H -1.921051 -3.157853 -3.015096 0.2852 -0.1144 0.2031 0.000
C -2.391655 -2.326134 0.271625 0.4204 0.1697 0.6410 0.046
C -3.696439 -2.768651 -0.390039 -0.2731 -0.1205 -0.2959 0.006
H -2.622651 -1.832636 1.227228 0.0886 -0.1696 -0.1494 -0.010
H -1.769475 -3.198029 0.526266 -0.0898 0.1981 -0.0619 0.009
H -4.230458 -3.434820 0.300429 0.1680 0.1797 -0.1359 0.001
H -4.357949 -1.919448 -0.601921 0.1446 -0.1963 0.0288 0.000
H -3.534386 -3.331517 -1.317854 -0.0558 0.2138 0.3026 0.000
C -2.428716 -0.107161 -1.673958 0.2106 0.6170 0.2314 0.028
C -2.945437 -0.674087 -2.996144 -0.1322 -0.1998 -0.1561 0.001
H -1.876580 0.826579 -1.859483 -0.1425 -0.2344 -0.0379 0.005
H -3.264923 0.170267 -1.013558 0.1973 -0.1125 -0.0955 0.002
H -3.561536 0.091436 -3.485248 0.1695 -0.1693 0.1155 0.000
H -2.124794 -0.924386 -3.677671 -0.2072 0.0359 0.1106 0.000
H -3.579378 -1.557703 -2.854168 0.2265 0.2585 -0.0752 0.000
N 0.214818 -2.013875 2.925033 0.0588 -0.2494 0.3953 0.027
C -0.184687 -2.333482 4.166814 0.0139 0.3449 -0.4878 0.040
C -0.876286 -1.237108 4.651805 -0.3046 0.5557 0.0782 0.006
C -0.852471 -0.264768 3.649928 0.4802 -1.1160 -0.0020 0.026
N -0.163410 -0.760138 2.591526 -0.1468 -0.1755 -0.7167 -0.090
H 0.725021 -2.602840 2.272377 -0.0887 0.2839 0.2523 0.001
H 0.058418 -3.291408 4.596172 -0.0700 -0.0323 0.1102 0.001
H -1.360498 -1.137870 5.604604 0.0550 -0.0735 0.1990 0.001
H -1.285258 0.726318 3.621757 0.1760 -0.1411 0.0705 -0.001